# 1
Molecular formula: C17H23BrNO5P
Method: DFT, ωB97M-V/def2-TZVPD

Structure (XYZ):
```
48
Properties=species:S:1:pos:R:3:forces:R:3:lowdin_charge:R:1
O 0.764732 -2.672070 2.350737 1.5 -0.1 -1.3 0.1470
C -0.131128 -2.401885 3.063928 -0.8 0.1 1.5 -0.5883
O -0.141005 -2.833106 4.354027 -0.3 -0.2 0.3 0.0971
N -1.280987 -1.692686 2.716567 0.3 -0.5 -1.4 -0.0871
C -1.112619 -0.866999 1.511632 -1.3 1.6 0.6 -0.1493
C -1.649625 0.557920 1.815792 1.1 -0.2 -0.2 -0.2373
C -0.642511 1.370310 2.643352 -0.9 -0.1 0.0 -0.5684
Br -0.683753 0.968487 4.560712 0.2 0.1 -0.3 0.6555
C -2.426561 -2.591208 2.652172 -1.4 -0.3 1.0 -0.1623
P -3.794155 -2.085728 3.818853 0.7 0.3 0.6 0.4440
O -3.304313 -1.205330 4.855650 0.7 0.9 0.8 -0.2847
O -4.401483 -3.408298 4.508515 -0.6 0.3 -1.6 -0.1087
O -4.958005 -1.338124 2.974669 0.2 -0.8 -0.2 -0.1427
H 0.321489 -2.193634 4.912769 -0.2 0.0 0.0 0.1164
H -1.711197 -1.233586 0.675215 0.4 -0.4 -0.1 0.1219
H -0.076063 -0.718531 1.235027 0.1 -0.6 -0.1 0.0935
H -1.717619 1.092364 0.861108 -0.2 -0.1 0.0 0.1139
H -2.638619 0.536497 2.269964 0.0 0.0 0.1 0.0902
H 0.368011 1.195749 2.288416 0.1 0.1 0.1 0.0427
H -0.894441 2.422112 2.567216 0.2 0.1 0.1 0.0499
H -2.861975 -2.686410 1.654995 0.3 0.1 -0.1 0.1034
H -2.150200 -3.593203 2.986581 0.0 0.0 0.0 0.1093
H -5.159827 -3.736429 3.999045 0.0 -0.2 0.3 0.0862
H -4.767481 -0.395997 3.102814 -0.3 -0.1 0.1 0.0756
C 2.927151 -1.575377 -2.329735 0.0 0.0 0.0 -0.0959
C 2.419813 -2.152260 -1.172382 0.0 0.0 0.0 -0.0834
C 2.241501 -1.382632 -0.030445 0.0 0.0 0.1 -0.0942
C 2.564723 -0.030703 -0.052877 0.0 0.0 -0.1 -0.0949
C 3.068560 0.547053 -1.210661 0.0 0.1 0.0 -0.1052
C 3.253558 -0.225915 -2.348038 0.0 0.0 0.0 -0.1069
H 3.068217 -2.177881 -3.218598 0.0 0.0 0.0 0.0995
H 2.162876 -3.204278 -1.159622 0.0 0.0 0.0 0.1030
H 1.848973 -1.834602 0.875507 0.2 0.1 -0.3 0.0650
H 2.423213 0.574202 0.835947 0.0 0.0 0.0 0.0933
H 3.317786 1.601105 -1.226258 0.0 0.0 0.0 0.1000
H 3.650746 0.223550 -3.249516 0.0 0.0 0.0 0.1027
C 0.742734 1.825194 -4.014623 0.0 0.0 0.0 -0.1020
C 0.854185 2.029729 -5.382822 0.0 0.0 0.0 -0.0955
C 1.115647 3.300778 -5.876580 0.0 0.0 0.0 -0.0981
C 1.274533 4.365930 -5.001106 0.0 0.0 0.0 -0.0988
C 1.166408 4.160857 -3.632350 0.0 0.0 0.0 -0.0970
C 0.896601 2.891696 -3.139387 0.0 0.0 0.0 -0.1032
H 0.536486 0.834354 -3.629427 0.0 0.0 0.0 0.0997
H 0.736654 1.197507 -6.065581 0.0 0.0 0.0 0.1001
H 1.196440 3.461060 -6.944312 0.0 0.0 0.0 0.0996
H 1.482939 5.356289 -5.385805 0.0 0.0 0.0 0.0996
H 1.292075 4.991697 -2.949256 0.0 0.0 0.0 0.0995
H 0.807523 2.732422 -2.071851 0.0 0.0 0.0 0.0952
```
Forces are in eV/Å.

Results
gap between HOMO and LUMO = 9.469 eV
highest occupied orbital energy = -9.21 eV
SMILES string = O=C(O)N(CCCBr)CP(=O)(O)O.c1ccccc1.c1ccccc1
2S+1 = 1



# 2
Molecular formula: C2H13NO4
Method: DFT, ωB97M-V/def2-TZVPD

Structure (XYZ):
```
20
Properties=species:S:1:pos:R:3:forces:R:3:lowdin_charge:R:1
C -0.311412 0.035720 2.079584 2.1 -0.6 0.7 -0.0523
C -0.054446 1.148454 1.371412 0.7 0.1 -1.1 -0.3013
N -1.095742 1.898063 0.837336 -0.5 -0.1 -0.1 0.0279
H 0.482566 -0.325582 2.770970 -0.4 -0.1 -1.1 0.0548
H -1.039104 -0.709100 1.825900 -1.2 0.4 0.6 0.0152
H 1.015454 1.343370 0.963458 -1.7 0.5 1.6 0.1226
H -1.980305 1.863213 1.375597 1.1 0.1 -0.7 0.1125
H -0.894593 2.795031 0.414250 0.0 -0.3 0.2 0.0903
H -2.139870 -1.987863 -1.186606 -0.2 0.1 0.5 0.0491
H -2.217737 -1.102647 0.153441 -0.6 -0.5 -2.1 0.0602
O -2.557973 -1.206407 -0.793762 0.9 0.3 1.5 -0.0756
H 2.096771 1.142779 -0.948046 1.4 -0.7 0.4 0.0274
H 3.181156 -0.009873 -0.659862 -0.7 1.8 0.2 0.0649
O 2.970217 0.962446 -0.507952 -0.8 -1.2 -0.7 -0.1057
H 1.142596 -1.507420 -1.167264 -0.9 0.9 -0.2 -0.0253
H 1.145512 -2.972806 -0.672278 0.1 0.3 -0.1 0.0387
O 1.698260 -2.248365 -0.989179 0.8 -1.0 0.2 -0.0432
H -0.903880 -0.343676 -1.648750 0.3 0.5 -0.5 0.0214
H -0.339776 0.937812 -1.298572 -0.5 2.6 2.2 -0.0493
O -0.197687 0.286857 -1.919683 0.0 -3.0 -1.6 -0.0323
```
Forces are in eV/Å.

Results
gap between HOMO and LUMO = 8.614 eV
highest occupied orbital energy = -8.41 eV
SMILES string = C=CN.O.O.O.O
2S+1 = 1